{
  "formula": "C37H39IN5O15P",
  "method": "the ωB97M-V functional and the def2-TZVPD basis",
  "lumo_energy_ev": -1.07,
  "e_tot_ha": -3473.985234,
  "homo_energy_ha": -0.327,
  "mol_weight_da": 951.6,
  "smiles": "C#CC[C@]1(O)C(=O)N[C@](I)(CCCCOC(C)=O)[C@H]1P(=O)(O)O.O=[N+]([O-])c1ccccc1.O=[N+]([O-])c1ccccc1.O=[N+]([O-])c1ccccc1.O=[N+]([O-])c1ccccc1",
  "gap_ev": 7.8,
  "fmax_ev_per_a": 10.2,
  "multiplicity": 1,
  "species": ["C", "C", "C", "C", "O", "C", "O", "N", "C", "I", "C", "C", "C", "C", "O", "C", "C", "O", "C", "P", "O", "O", "O", "H", "H", "H", "H", "H", "H", "H", "H", "H", "H", "H", "H", "H", "H", "H", "H", "H", "H", "H", "C", "C", "C", "C", "C", "C", "N", "O", "O", "H", "H", "H", "H", "H", "C", "C", "C", "C", "C", "C", "N", "O", "O", "H", "H", "H", "H", "H", "C", "C", "C", "C", "C", "C", "N", "O", "O", "H", "H", "H", "H", "H", "C", "C", "C", "C", "C", "C", "N", "O", "O", "H", "H", "H", "H", "H"],
  "coordinates": [[-7.43517, -1.13538, -1.87954], [-6.69842, -0.18483, -2.64779], [-5.72003, 0.86681, -3.49109], [-4.16198, 0.53274, -2.98737], [-4.27637, -0.94781, -2.77846], [-3.91343, 1.46607, -1.62202], [-4.76821, 1.43124, -0.58138], [-2.64399, 2.33015, -1.77681], [-1.78605, 1.46337, -2.72161], [-1.19627, -0.16432, -1.31347], [-0.31155, 2.01822, -3.17429], [-0.30935, 3.51396, -3.84877], [1.21538, 4.13679, -3.55982], [2.04957, 4.40940, -4.94426], [3.06061, 5.46138, -4.62208], [4.43021, 4.96803, -4.91924], [5.65032, 4.96616, -3.77984], [4.79060, 4.52214, -6.13997], [-2.91031, 1.10806, -3.87569], [-2.37673, 0.22910, -5.48393], [-3.71522, 0.03758, -6.35899], [-1.54740, -1.28569, -5.26003], [-1.38762, 1.35763, -6.43509], [-7.69338, -2.04184, -1.15186], [-6.00091, 1.99192, -3.33396], [-5.76424, 0.50997, -4.60844], [-3.41426, -1.35218, -3.09687], [-2.18502, 2.62949, -0.88925], [0.13141, 1.21416, -3.93708], [0.38346, 1.94594, -2.21207], [-0.38266, 3.43143, -5.03110], [-1.10698, 4.25701, -3.38998], [1.87520, 3.37688, -2.91885], [1.05454, 5.07543, -2.87918], [1.34733, 4.72821, -5.83439], [2.57847, 3.38588, -5.25478], [5.38175, 5.63943, -2.84303], [6.59181, 5.45250, -4.32645], [5.97541, 3.87979, -3.48828], [-3.29855, 2.19484, -4.18085], [-2.27171, -1.98714, -5.37406], [-1.71890, 1.33610, -7.39931], [0.02601, -3.07217, 3.85197], [0.74793, -2.33117, 4.78893], [1.11554, -1.01414, 4.50662], [0.74932, -0.44503, 3.27912], [0.03125, -1.18917, 2.33355], [-0.32829, -2.50630, 2.62606], [1.11072, 0.94724, 2.98678], [1.76247, 1.56629, 3.84101], [0.74009, 1.42509, 1.90497], [-0.26324, -4.09688, 4.07891], [1.02167, -2.77964, 5.74155], [1.67799, -0.44993, 5.24735], [-0.25519, -0.76156, 1.37498], [-0.88838, -3.09121, 1.89983], [-5.26814, 0.51115, 5.70556], [-5.59132, -0.68487, 6.34839], [-4.57978, -1.56172, 6.74503], [-3.24159, -1.22716, 6.49585], [-2.91472, -0.03072, 5.84381], [-3.93516, 0.83688, 5.44931], [-2.17240, -2.13276, 6.93311], [-2.50300, -3.19040, 7.48970], [-1.00087, -1.78624, 6.72460], [-6.06004, 1.19430, 5.40321], [-6.63261, -0.93243, 6.54326], [-4.84808, -2.48984, 7.24499], [-1.88066, 0.23907, 5.63969], [-3.69150, 1.76949, 4.94520], [-1.76628, -9.40078, 1.39742], [-1.04436, -8.65978, 2.33438], [-0.67675, -7.34275, 2.05207], [-1.04297, -6.77364, 0.82456], [-1.76104, -7.51778, -0.12100], [-2.12058, -8.83491, 0.17150], [-0.68157, -5.38137, 0.53223], [-0.02983, -4.76233, 1.38646], [-1.05220, -4.90352, -0.54959], [-2.05553, -10.42549, 1.62435], [-0.77062, -9.10825, 3.28700], [-0.11431, -6.77855, 2.79280], [-2.04749, -7.09018, -1.07957], [-2.68068, -9.41982, -0.55473], [7.08814, 3.87755, 2.18646], [6.38694, 4.30836, 1.05913], [6.81204, 3.93075, -0.21605], [7.94314, 3.11396, -0.35108], [8.65345, 2.68635, 0.77855], [8.22038, 3.07281, 2.04850], [8.38012, 2.69265, -1.68750], [7.73658, 3.10737, -2.66298], [9.36444, 1.94341, -1.76369], [6.74955, 4.16994, 3.17896], [5.50631, 4.93660, 1.17469], [6.25468, 4.27475, -1.08460], [9.53581, 2.05629, 0.68801], [8.76323, 2.74355, 2.93176]],
  "forces_ev_per_a": [[6.1, 6.4, -5.1], [-4.5, -6.1, 5.4], [-0.2, -1.6, 0.3], [-1.3, 0.0, 0.3], [2.7, 2.2, -1.0], [-2.9, -0.1, 4.9], [5.8, 0.7, -6.7], [-1.8, -2.7, -1.0], [0.0, 0.9, 0.4], [-0.1, -0.5, -0.8], [-0.5, -0.1, -0.1], [1.6, -0.2, -0.2], [-0.2, -0.3, 0.3], [-0.7, -1.0, 0.3], [2.9, -2.8, -0.9], [2.1, -1.8, -5.2], [-0.3, 1.2, -0.6], [-3.0, 2.7, 7.6], [0.3, 1.3, 1.5], [-3.8, -0.4, -5.0], [4.8, 0.3, 3.5], [-2.5, 2.3, -0.1], [-1.7, -2.4, 1.1], [0.6, 2.7, -2.2], [0.4, -2.3, -0.3], [0.0, 0.9, 2.1], [-1.3, 0.7, 0.9], [-0.7, -0.6, -0.9], [-1.0, 1.8, 1.6], [-1.6, 0.5, -2.1], [-0.4, 0.1, 2.6], [1.5, -1.8, -1.0], [-1.5, 1.6, -1.4], [0.7, -1.5, -1.6], [1.5, -0.3, 1.9], [-1.1, 2.4, 0.6], [0.4, -1.6, -2.0], [-2.2, -1.1, 1.1], [-1.1, 2.2, -0.7], [1.0, -2.3, 0.1], [1.3, 1.4, 0.0], [0.3, -0.4, 2.2], [0.1, 0.2, 0.0], [0.1, 0.0, -0.5], [0.0, 0.0, -0.1], [-0.2, -0.9, 0.2], [0.0, 0.0, 0.1], [-0.2, 0.7, 0.3], [0.3, 1.1, -0.2], [-0.9, -0.8, -1.3], [0.5, -0.6, 1.5], [0.1, 0.2, -0.1], [-0.1, 0.2, -0.3], [-0.2, 0.0, -0.3], [0.2, 0.1, 0.4], [0.2, 0.6, 0.4], [0.1, -0.1, 0.0], [0.4, 0.1, -0.1], [0.1, 0.0, 0.0], [-0.7, 0.6, -0.3], [0.0, 0.0, 0.0], [-0.1, -0.4, 0.2], [0.8, -0.8, 0.4], [0.6, 1.5, -0.8], [-1.9, -0.5, 0.6], [0.2, -0.2, 0.0], [0.3, 0.0, 0.0], [0.3, 0.2, -0.1], [-0.2, -0.3, 0.1], [0.0, -0.2, 0.1], [0.0, 0.1, 0.0], [-0.1, 0.2, -0.3], [-0.1, 0.0, -0.1], [-0.3, -0.9, 0.2], [0.0, 0.0, 0.0], [0.2, 0.2, 0.3], [0.3, 1.0, -0.4], [-0.7, -1.6, -1.6], [0.6, -0.6, 1.6], [0.1, 0.2, -0.1], [0.0, 0.2, -0.2], [-0.1, 0.0, -0.3], [0.2, 0.1, 0.3], [0.1, 0.2, 0.1], [0.1, 0.0, -0.1], [0.3, -0.2, -0.1], [0.1, -0.1, 0.0], [-0.3, 0.3, 0.9], [0.0, 0.0, 0.0], [-0.2, 0.1, -0.4], [0.6, -0.6, -1.1], [1.1, -0.7, 1.4], [-1.6, 1.2, 0.1], [0.1, -0.1, -0.2], [0.2, -0.1, -0.1], [0.3, -0.2, 0.1], [-0.3, 0.2, -0.2], [-0.1, 0.0, -0.2]],
  "lowdin_charge": [0.05, -0.07, -0.09, -0.35, -0.10, -0.26, -0.02, 0.00, -0.69, 1.00, -0.25, -0.17, -0.17, -0.18, -0.12, -0.27, -0.03, -0.04, -0.22, 0.78, -0.39, -0.22, -0.24, 0.06, 0.13, 0.12, 0.07, 0.13, 0.13, 0.08, 0.10, 0.12, 0.12, 0.12, 0.14, 0.15, 0.09, 0.11, 0.07, 0.17, 0.10, 0.11, -0.06, -0.09, -0.01, -0.14, 0.00, -0.07, -0.33, 0.05, 0.04, 0.11, 0.11, 0.12, 0.02, 0.09, -0.07, -0.07, 0.00, -0.14, 0.01, -0.06, -0.30, 0.06, 0.04, 0.11, 0.11, 0.12, 0.12, 0.11, -0.07, -0.06, 0.00, -0.14, 0.00, -0.06, -0.30, 0.02, 0.07, 0.11, 0.11, 0.12, 0.12, 0.11, -0.07, -0.06, 0.01, -0.14, 0.00, -0.07, -0.31, 0.03, 0.07, 0.11, 0.11, 0.09, 0.12, 0.11]
}